[1]
Density functional theory data (the ωB97M-V functional and the def2-TZVPD basis) for C2H2FNO2 as an isolated structure at a distorted geometry.

Computed properties:
* relative energy (zero: lowest compared OMol25 entry of this formula, charge and spin): 4.993 eV
* DFT total energy: -382.34694 hartree
* E_HOMO (spin up / spin down): -9.80 / -9.80 eV
* LUMO (spin up / spin down): -1.121 / -1.121 eV
* orbital gap (spin up / spin down): 8.681 / 8.680 eV
* 2S+1: 1

```
8
Properties=species:S:1:pos:R:3:forces:R:3
N -1.85758 -0.89299 0.16132 -4.178 0.462 2.749
C -0.64080 1.45696 0.11992 -0.581 3.192 -0.346
H 0.56528 0.06923 0.85993 1.440 -0.605 1.803
O -1.12730 2.52029 0.21406 0.680 -2.375 -0.038
H -0.13038 -0.33660 -0.74216 0.251 -0.568 -1.525
C 0.02622 0.33583 0.02992 -0.520 1.180 -0.295
O -2.50583 -0.74391 1.10660 2.238 -0.632 -3.186
F -2.56508 0.03480 -1.06682 0.670 -0.654 0.838
```
Positions in Å, forces in eV/Å.

=====

[2]
Density functional theory data (the ωB97M-V functional and the def2-TZVPD basis) for one molecule with the formula C2H2FNO2 at a distorted geometry.

Computed properties:
* relative energy (zero: lowest compared OMol25 entry of this formula, charge and spin): 4.646 eV
* SMILES: C=C(F)[N+](=O)[O-]
* DFT total energy: -382.35968 hartree
* E_HOMO: -11.18 eV
* LUMO: 0.125 eV
* orbital gap: 11.307 eV
* 2S+1: 1

```
8
Properties=species:S:1:pos:R:3:forces:R:3
C 1.28362 0.05193 0.00315 0.096 -0.069 0.049
O -2.34058 0.05569 0.01706 -0.775 -0.074 -0.054
H 2.19145 0.63031 -0.03502 -0.012 0.231 0.040
N -1.28843 -0.49298 0.00081 3.347 2.784 0.236
F -0.31017 1.83519 -0.02316 0.154 -0.538 0.090
O -0.99115 -1.64352 -0.01294 -0.313 -0.824 -0.043
C 0.09395 0.58725 0.02172 -2.381 -1.490 -0.301
H 1.36132 -1.02386 0.02838 -0.116 -0.020 -0.017
```
Positions in Å, forces in eV/Å.

=====

[3]
Density functional theory data (the ωB97M-V functional and the def2-TZVPD basis) for one molecule with the formula C2H2FNO2 at a distorted geometry.

Computed properties:
* relative energy (zero: lowest compared OMol25 entry of this formula, charge and spin): 1.665 eV
* DFT total energy: -382.24694 hartree
* E_HOMO (spin up / spin down): -7.81 / -11.15 eV
* LUMO (spin up / spin down): 0.536 / -3.205 eV
* orbital gap (spin up / spin down): 8.345 / 7.947 eV
* 2S+1: 3

```
8
Properties=species:S:1:pos:R:3:forces:R:3
F 0.51450 1.64329 -1.63212 -0.069 0.604 -1.086
N -0.43232 -0.92261 0.89260 0.464 1.338 -2.091
C -0.33465 -0.07215 -0.31490 -1.411 -2.040 0.148
H 1.43378 1.20674 0.08987 2.925 0.645 1.802
C 0.63579 1.03680 -0.48930 -2.318 -0.959 -0.097
O 0.44984 -0.79859 1.73283 0.293 0.469 0.005
O -1.34798 -1.72112 0.95495 -0.470 -0.117 -0.216
H -0.91896 -0.37236 -1.23393 0.588 0.060 1.534
```
Positions in Å, forces in eV/Å.

=====

[4]
Density functional theory data (the ωB97M-V functional and the def2-TZVPD basis) for a 2-piece molecular cluster, C2H2FO2S overall at a distorted geometry.

Computed properties:
* relative energy (zero: lowest compared OMol25 entry of this formula, charge and spin): 7.078 eV
* DFT total energy: -725.73442 hartree
* E_HOMO (spin up / spin down): -2.86 / -2.86 eV
* LUMO (spin up / spin down): 3.816 / 3.816 eV
* orbital gap (spin up / spin down): 6.672 / 6.671 eV
* net charge: -1
* 2S+1: 1

```
8
Properties=species:S:1:pos:R:3:forces:R:3
C 0.95022 0.18663 -0.58337 0.876 1.104 1.793
F -2.06250 1.75294 1.11302 1.176 -0.608 0.395
S 0.61225 -1.56770 -0.73526 2.501 -0.186 1.152
H -0.78140 0.20281 1.27138 -0.498 1.764 0.609
O 0.82934 -0.44935 -1.85571 -0.539 0.337 -2.742
H 2.06703 0.50842 -0.42622 -1.367 -0.965 -0.036
O -0.74680 -1.96082 -0.42314 -1.657 -0.068 0.119
C -0.86814 1.32709 1.63930 -0.493 -1.379 -1.291
```
Positions in Å, forces in eV/Å.

=====

[5]
Density functional theory data (the ωB97M-V functional and the def2-TZVPD basis) for C2H2FO2Y as an isolated structure at a distorted geometry.

Computed properties:
* relative energy (zero: lowest compared OMol25 entry of this formula, charge and spin): 0.000 eV
* DFT total energy: -365.95603 hartree
* E_HOMO (spin up / spin down): -6.52 / -6.52 eV
* LUMO (spin up / spin down): -0.303 / -0.304 eV
* orbital gap (spin up / spin down): 6.218 / 6.217 eV
* 2S+1: 1

```
8
Properties=species:S:1:pos:R:3:forces:R:3
C 0.82216 -0.00796 0.45462 -1.341 0.640 2.331
Y -2.34540 0.82703 1.48083 1.489 -1.001 -1.616
O 0.38399 0.40606 1.52712 0.033 -0.095 -0.613
H 0.61002 -1.07057 -1.06295 -2.683 0.051 -0.951
O -1.37345 -0.25312 -0.44381 -1.270 0.516 1.367
C -0.12528 -0.20061 -0.73084 4.056 -0.402 -0.584
F 0.22871 0.83315 -1.67383 -0.329 -0.384 0.345
H 1.79925 -0.53398 0.44887 0.045 0.676 -0.278
```
Positions in Å, forces in eV/Å.

=====

[6]
Density functional theory data (the ωB97M-V functional and the def2-TZVPD basis) for an isolated ion of composition C2H2FO4 and charge -1 at a distorted geometry.

Computed properties:
* relative energy (zero: lowest compared OMol25 entry of this formula, charge and spin): 0.590 eV
* SMILES: O=C([O-])C(O)(O)F
* DFT total energy: -478.33936 hartree
* E_HOMO: -4.93 eV
* LUMO: 4.157 eV
* orbital gap: 9.087 eV
* net charge: -1
* 2S+1: 1

```
9
Properties=species:S:1:pos:R:3:forces:R:3
H -0.58969 1.86475 0.44975 0.596 -0.269 -0.311
O 1.66991 1.05443 -0.04814 0.453 0.484 -0.388
H 0.03059 -1.58799 0.36199 -1.181 -0.320 0.467
O -0.90438 -1.15184 0.53112 1.217 -0.201 -0.651
C 1.09074 -0.02051 -0.14527 -2.371 1.110 0.612
C -0.54144 -0.00752 -0.10424 0.108 0.411 0.007
O 1.45656 -1.19774 -0.09991 1.258 -1.296 -0.199
O -1.13800 1.07674 0.48128 -0.424 0.230 0.588
F -1.07430 -0.03031 -1.42658 0.345 -0.149 -0.125
```
Positions in Å, forces in eV/Å.

=====

[7]
Density functional theory data (the ωB97M-V functional and the def2-TZVPD basis) for C2H2FY as an isolated structure at a distorted geometry.

Computed properties:
* DFT total energy: -215.08106 hartree
* E_HOMO (spin up / spin down): -12.55 / -13.53 eV
* LUMO (spin up / spin down): -5.886 / -6.435 eV
* orbital gap (spin up / spin down): 6.663 / 7.099 eV
* net charge: +1
* 2S+1: 2

```
6
Properties=species:S:1:pos:R:3:forces:R:3
C -0.19322 0.70758 0.42279 3.293 -1.329 -2.193
C 0.64066 -0.19455 0.09156 0.896 1.667 0.959
H -0.94729 -1.17563 -0.32995 -4.596 2.990 1.312
H -0.62799 1.65026 0.10869 -0.595 -0.401 0.863
F -1.94664 -0.58489 -0.08128 3.745 -3.136 -1.363
Y 3.07448 -0.40277 -0.21181 -2.743 0.209 0.421
```
Positions in Å, forces in eV/Å.

=====

[8]
Density functional theory data (the ωB97M-V functional and the def2-TZVPD basis) for C2H2FeN3O15 as an isolated structure at a distorted geometry.

Computed properties:
* DFT total energy: -2633.78002 hartree
* E_HOMO (spin up / spin down): -3.07 / -3.00 eV
* LUMO (spin up / spin down): 4.677 / 4.656 eV
* orbital gap (spin up / spin down): 7.752 / 7.654 eV
* net charge: -2
* 2S+1: 6

```
23
Properties=species:S:1:pos:R:3:forces:R:3
O 0.00893 1.80378 1.10406 -2.277 6.119 -0.619
H -3.53748 -2.22434 -0.64064 -1.158 -1.125 -1.509
O 1.26278 -1.82509 0.52690 1.428 0.865 3.950
O -2.71833 -1.78813 -0.88622 -0.390 -0.108 -2.926
N 0.84320 -2.51322 -0.38783 -1.125 0.856 -2.863
N 3.16198 1.09134 -0.74933 2.509 -1.752 0.292
O 0.58495 0.29570 2.20212 1.188 -2.335 5.326
N -0.89824 1.52335 -2.43610 -0.832 2.520 -1.640
O 0.17360 2.31980 3.41080 -0.208 -0.982 -2.296
O 0.31484 -1.78955 -1.27793 -0.617 -0.730 -0.673
O -0.64444 0.87126 -1.45003 1.681 -2.667 2.994
O 3.75496 1.79119 0.04154 1.072 1.979 0.880
C 0.22661 1.50244 2.29145 0.922 -1.919 -1.962
O -2.03794 1.99802 -2.45150 -0.722 0.540 -1.131
O 2.00931 0.78798 -0.45997 -3.142 -0.804 -0.208
C -2.58411 -1.46797 0.34741 1.651 0.128 4.027
O -3.42382 -1.98294 1.12395 -0.049 0.726 0.263
Fe 0.22565 0.04680 0.23393 -0.273 -1.197 -1.825
H 0.19518 1.77175 4.19870 0.176 -0.459 -0.048
O -1.56762 -0.79941 0.70269 0.869 0.871 0.313
O 3.76310 0.54011 -1.67873 -0.624 0.282 -0.643
O 0.94424 -3.71743 -0.45132 0.136 -0.397 0.114
O -0.05732 1.76451 -3.31404 -0.214 -0.412 0.182
```
Positions in Å, forces in eV/Å.

=====

[9]
Density functional theory data (the ωB97M-V functional and the def2-TZVPD basis) for C2H2HgO2P as an isolated structure at a distorted geometry.

Computed properties:
* DFT total energy: -722.22604 hartree
* E_HOMO: -13.56 eV
* LUMO: -6.677 eV
* orbital gap: 6.879 eV
* net charge: +1
* 2S+1: 1

```
8
Properties=species:S:1:pos:R:3:forces:R:3
C 0.04639 -0.96927 0.22916 -3.732 -0.307 2.394
O 0.30473 1.17266 0.83445 0.552 1.768 0.588
C -0.66256 0.21920 0.61126 3.332 -1.860 0.092
Hg -1.96642 1.02855 -0.82226 -0.940 -0.011 -0.498
H 0.71505 -1.34350 1.02804 0.686 0.847 -0.729
O 0.64064 0.29890 -1.31411 4.495 3.802 0.581
H -0.49067 -1.85208 -0.12913 0.068 0.501 -0.801
P 1.41284 1.44553 -0.43742 -4.461 -4.741 -1.626
```
Positions in Å, forces in eV/Å.

=====

[10]
Density functional theory data (the ωB97M-V functional and the def2-TZVPD basis) for C2H2HgO3 as an isolated structure at a distorted geometry.

Computed properties:
* DFT total energy: -456.09285 hartree
* E_HOMO (spin up / spin down): -13.25 / -16.08 eV
* LUMO (spin up / spin down): -7.510 / -7.487 eV
* orbital gap (spin up / spin down): 5.743 / 8.595 eV
* net charge: +1
* 2S+1: 2

```
8
Properties=species:S:1:pos:R:3:forces:R:3
O -0.11460 -1.25069 -1.24391 -0.365 1.452 -1.684
O -0.30437 1.31968 0.99317 -1.205 3.947 -3.029
H 0.33204 1.43696 -0.97005 -0.606 -0.016 0.041
O 0.26098 -1.25294 0.95586 1.556 -4.145 -3.665
Hg 0.18104 0.06864 2.35126 0.908 0.280 7.371
C 0.29575 -0.64981 -0.15291 -4.015 1.657 -0.229
C -0.05431 0.80248 -0.16233 2.126 -0.582 0.324
H -0.59653 -0.47432 -1.77110 1.600 -2.593 0.870
```
Positions in Å, forces in eV/Å.